Entry 1:
Here is a molecular structure, C5H12InNO5P at a distorted geometry from the Open Molecules 2025 dataset. Energies are from ωB97M-V with the def2-TZVPD basis set.

```
25
C5H12InNO5P, DFT ωB97M-V with the def2-TZVPD basis set
C 1.326 -1.835 2.070
C 0.069 -1.522 1.349
C -1.106 -0.932 2.031
N 0.116 -1.849 0.083
O -1.047 -1.452 -0.684
P -0.859 -0.427 -2.025
O -2.331 -0.557 -2.407
O 0.079 -1.127 -2.988
O -0.454 0.971 -1.606
C 0.874 1.443 -1.172
C 0.708 2.663 -0.261
O -0.077 3.593 -0.934
H 1.584 -2.888 1.925
H 1.251 -1.590 3.124
H 2.158 -1.270 1.635
H -1.860 -1.699 2.254
H -0.799 -0.495 2.979
H -1.574 -0.150 1.432
H 1.012 -0.868 -3.096
H 1.431 1.750 -2.057
H 1.435 0.658 -0.659
H 0.279 2.417 0.712
H 1.727 3.067 -0.135
H -0.786 3.961 -0.391
In -3.157 -1.865 -1.178
```

Summary:
HOMO = -20.5 eV
Energy = -31533.4358 eV
Charge = +3
Frontier orbital gap = 2.6 eV

Atom charges from the Mulliken analysis, given in e for atoms 1 to 6: number 1, C, carries -1.063; number 2, C, carries 0.983; number 3, C, carries -1.203; number 4, N, carries -0.439; number 5, O, carries -0.056; number 6, P, carries 1.076

***

Entry 2:
Here is 4 unconnected molecules or ions with the total composition H8O4 from the Open Molecules 2025 dataset. Energies are from ωB97M-V with the def2-TZVPD basis set.

```
12
H8O4, DFT ωB97M-V with the def2-TZVPD basis set
O -1.355 -1.450 0.818
H -0.941 -2.111 1.382
H -2.302 -1.557 0.942
O 2.621 -0.920 0.125
H 1.755 -0.621 -0.179
H 3.122 -0.111 0.260
O -0.761 2.733 -0.136
H -0.352 2.002 -0.626
H -0.955 2.360 0.727
O 0.065 0.072 -1.041
H -0.488 -0.410 -0.397
H -0.410 0.014 -1.875
```

Summary:
HOMO = -11.0 eV
Energy = -8320.0795 eV
Energy relative to the best compared isomer or geometry (same formula, charge and spin) = 13.8 kcal/mol
Charge = 0
Frontier orbital gap = 11.2 eV

Atom charges from the natural (NBO) analysis, given in e for atoms 1 to 6: number 1, O, carries -0.961; number 2, H, carries 0.493; number 3, H, carries 0.487; number 4, O, carries -0.959; number 5, H, carries 0.486; number 6, H, carries 0.465

***

Entry 3:
Here is a molecular structure, C8H24AgFO8 at a distorted geometry from the Open Molecules 2025 dataset. Energies are from ωB97M-V with the def2-TZVPD basis set.

```
42
C8H24AgFO8, DFT ωB97M-V with the def2-TZVPD basis set
Ag -2.075 -3.301 0.794
F -0.682 -1.527 0.232
C -0.367 -0.423 3.308
C -0.082 0.772 4.216
O 1.038 0.695 5.105
O 0.824 -0.759 2.600
H -1.273 -0.376 2.701
H -0.517 -1.284 3.981
H -0.990 1.009 4.771
H 0.119 1.652 3.597
H 1.771 0.740 4.480
H 0.542 -1.238 1.804
C -0.339 3.204 1.001
C -0.472 1.862 0.302
O -1.770 1.317 0.407
O 0.870 3.870 0.640
H -0.452 3.136 2.090
H -1.124 3.920 0.731
H 0.370 1.180 0.421
H -0.394 2.196 -0.749
H -1.705 0.404 0.098
H 1.279 4.184 1.448
C -1.774 -0.166 -2.979
C -2.090 -0.320 -4.456
O -3.177 0.555 -4.751
O -1.025 -1.297 -2.540
H -2.686 -0.121 -2.374
H -1.352 0.825 -2.785
H -2.451 -1.320 -4.730
H -1.253 -0.101 -5.128
H -3.389 0.442 -5.681
H -0.883 -1.224 -1.583
C 3.093 -2.605 -0.861
C 2.898 -1.106 -0.513
O 1.769 -0.565 -1.126
O 1.904 -3.309 -0.559
H 3.896 -3.145 -0.366
H 3.260 -2.643 -1.946
H 3.783 -0.538 -0.806
H 2.827 -1.037 0.578
H 0.997 -0.684 -0.556
H 1.083 -2.876 -0.819
```

Summary:
HOMO = -9.4 eV
Energy = -31777.9856 eV
Energy relative to the best compared isomer or geometry (same formula, charge and spin) = 31.9 kcal/mol
Charge = 0
Frontier orbital gap = 6.5 eV

Atom charges from the natural (NBO) analysis, given in e for atoms 1 to 6: number 1, Ag, carries 0.964; number 2, F, carries -0.926; number 3, C, carries -0.102; number 4, C, carries -0.084; number 5, O, carries -0.706; number 6, O, carries -0.754

***

Entry 4:
Here is C4H8O in the gas phase at a distorted geometry from the Open Molecules 2025 dataset. Energies are from ωB97M-V with the def2-TZVPD basis set.

```
13
C4H8O, DFT ωB97M-V with the def2-TZVPD basis set
C 1.787 -0.261 0.073
C -0.540 -0.310 0.040
C -0.683 1.173 -0.049
C -1.604 -1.138 0.078
H 1.959 -0.139 1.306
H 2.596 -0.989 -0.306
H 2.031 0.801 -0.448
H -0.610 1.576 -1.214
H 0.014 1.872 0.602
H -1.664 1.508 0.176
H -2.688 -0.982 0.077
H -1.211 -2.146 -0.072
O 0.611 -0.965 -0.260
```

Summary:
HOMO = -8.6 eV
Energy = -6322.6471 eV
Energy relative to the best compared isomer or geometry (same formula, charge and spin) = 58.1 kcal/mol
Charge = 0
Frontier orbital gap = 9.5 eV

Atom charges from the natural (NBO) analysis, given in e for atoms 1 to 6: number 1, C, carries -0.283; number 2, C, carries 0.287; number 3, C, carries -0.685; number 4, C, carries -0.478; number 5, H, carries 0.175; number 6, H, carries 0.204

***

Entry 5:
Here is 2 unconnected molecules or ions with the total composition C5H8O from the Open Molecules 2025 dataset. Energies are from ωB97M-V with the def2-TZVPD basis set.

```
14
C5H8O, DFT ωB97M-V with the def2-TZVPD basis set
C 0.235 -0.721 -1.305
C 0.113 -1.238 0.086
C 0.781 -0.504 0.998
O 1.087 0.797 0.672
C 0.135 1.354 -0.150
C -0.505 0.538 -1.011
H 1.289 -0.508 -1.555
H -0.185 -1.351 -2.089
H -0.570 -2.045 0.316
H 1.178 -0.824 1.951
H -0.921 0.440 1.966
H 0.048 2.427 -0.060
H -1.141 1.048 1.588
H -1.517 0.677 -1.367
```

Summary:
HOMO = -8.6 eV
Energy = -7358.5353 eV
Energy relative to the best compared isomer or geometry (same formula, charge and spin) = 85.8 kcal/mol
Charge = 0
Frontier orbital gap = 9.7 eV

Atom charges from the natural (NBO) analysis, given in e for atoms 1 to 6: number 1, C, carries -0.471; number 2, C, carries -0.261; number 3, C, carries 0.087; number 4, O, carries -0.470; number 5, C, carries 0.088; number 6, C, carries -0.262

***

> Among the records above, which one has the lowest frontier orbital gap?

C5H12InNO5P